Version a
Density functional theory data (the ωB97M-V functional and the def2-TZVPD basis) for a cluster of 2 separate species, CH3N3S in total.

Properties
Gap between HOMO and LUMO (hartree): 0.3132
Highest occupied orbital energy (eV): -8.70

Structure (ORCA input):
```
! RIJCOSX wB97M-V def2-TZVPD def2/J DEFGRID3
* xyz 0 1
S -1.527 1.330 0.384
N 0.594 -1.032 -1.303
N 0.997 -0.374 -2.130
N 1.331 0.360 -3.010
C -2.678 0.324 0.819
H -3.460 0.764 1.495
H -2.660 -0.710 0.467
H 2.127 0.593 -3.513
*
```

=====

Version b
Density functional theory data (the ωB97M-V functional and the def2-TZVPD basis) for a cluster of 2 separate species, CH3N3S in total.

Properties
Gap between HOMO and LUMO (hartree): 0.3866
SMILES string: N#[N+][S-].C=N
Highest occupied orbital energy (eV): -10.01

Structure (ORCA input):
```
! RIJCOSX wB97M-V def2-TZVPD def2/J DEFGRID3
* xyz 0 1
S 1.054 -1.730 2.265
N 0.301 0.053 -1.500
N -1.199 -0.928 1.168
N -0.230 -1.278 1.628
C 0.223 1.103 -0.826
H -0.595 -0.390 -1.702
H 1.146 1.614 -0.585
H -0.699 1.555 -0.449
*
```

=====

How far above the most stable structure does each one sit? In kcal/mol: version a 39.6; version b 0.0.

=====

Version a
Density functional theory data (the ωB97M-V functional and the def2-TZVPD basis) for a cluster of 3 separate species, C2H9O3 in total.

Properties
Gap between HOMO and LUMO (hartree): 0.3066
Highest occupied orbital energy (eV): -4.06

Structure (ORCA input):
```
! RIJCOSX wB97M-V def2-TZVPD def2/J DEFGRID3
* xyz -1 1
O 1.079 1.133 0.312
O 2.291 1.664 -1.951
O -0.019 -0.735 1.848
C -0.900 -1.445 0.988
C -1.367 -0.614 -0.196
H 1.797 2.079 -2.677
H -2.001 -1.229 -0.850
H 0.348 0.063 1.331
H -1.952 0.251 0.111
H -0.522 -0.252 -0.776
H -1.763 -1.682 1.634
H -0.441 -2.398 0.695
H 1.828 1.616 0.689
H 1.621 1.550 -1.158
*
```

=====

Version b
Density functional theory data (the ωB97M-V functional and the def2-TZVPD basis) for a cluster of 3 separate species, C2H9O3 in total.

Properties
Gap between HOMO and LUMO (hartree): 0.3018
Highest occupied orbital energy (eV): -3.98

Structure (ORCA input):
```
! RIJCOSX wB97M-V def2-TZVPD def2/J DEFGRID3
* xyz -1 1
O -1.465 2.309 0.625
O -2.090 -0.338 0.434
O -0.044 0.169 -1.213
C 1.486 -1.275 0.072
C 1.072 0.049 -0.473
H 2.188 -1.283 0.895
H 0.586 -1.651 0.533
H 1.698 -1.963 -0.773
H -3.029 -0.655 0.538
H -1.775 1.367 0.736
H -0.776 -0.095 -0.511
H 1.962 0.385 -1.125
H 1.006 0.746 0.352
H -0.818 2.235 -0.088
*
```

=====

How far above the most stable structure does each one sit? In kcal/mol: version a 0.0; version b 8.9.

=====

Version a
Density functional theory data (the ωB97M-V functional and the def2-TZVPD basis) for a cluster of 2 separate species, CH4IOPS in total.

Properties
Gap between HOMO and LUMO (spin up / spin down) (hartree): 0.2421 / 0.3059
Highest occupied orbital energy (spin up / spin down) (eV): -9.00 / -8.80

Structure (ORCA input):
```
! RIJCOSX wB97M-V def2-TZVPD def2/J DEFGRID3
* xyz 0 1
I 1.436 -3.583 -0.146
S -0.106 -2.196 -3.175
P 0.657 -1.640 -1.412
O 2.104 -0.903 -1.591
C -0.906 0.158 0.867
H -0.077 0.804 0.920
H 2.196 0.114 -1.547
H -1.867 0.107 0.357
H -0.887 -0.367 1.776
*
```

=====

Version b
Density functional theory data (the ωB97M-V functional and the def2-TZVPD basis) for the molecule CH4IOPS.

Properties
Gap between HOMO and LUMO (hartree): 0.3222
SMILES string: CP(I)SO
Highest occupied orbital energy (eV): -8.72

Structure (ORCA input):
```
! RIJCOSX wB97M-V def2-TZVPD def2/J DEFGRID3
* xyz 0 1
I -1.984 -1.269 1.906
S -0.019 1.579 0.943
P 0.090 -0.702 0.917
O 1.385 1.667 0.028
C -0.301 -0.895 -0.871
H 2.020 2.062 0.679
H -0.511 -1.901 -1.103
H -1.150 -0.355 -1.099
H 0.470 -0.185 -1.400
*
```

=====

How far above the most stable structure does each one sit? In kcal/mol: version a 32.9; version b 0.0.

=====

Version a
Density functional theory data (the ωB97M-V functional and the def2-TZVPD basis) for the molecule C4O3.

Properties
Gap between HOMO and LUMO (hartree): 0.2999
SMILES string: O=C1OC12C1=C2O1
Highest occupied orbital energy (eV): -9.66

Structure (ORCA input):
```
! RIJCOSX wB97M-V def2-TZVPD def2/J DEFGRID3
* xyz 0 1
O -1.915 -0.578 -0.069
O 1.285 1.150 -0.098
O 1.965 -1.097 0.086
C -1.436 0.154 0.887
C 1.323 -0.124 0.042
C -1.140 0.135 -0.911
C -0.082 0.360 0.063
*
```

=====

Version b
Density functional theory data (the ωB97M-V functional and the def2-TZVPD basis) for the molecule C4O3.

Properties
Gap between HOMO and LUMO (spin up / spin down) (hartree): 0.3154 / 0.3155
Highest occupied orbital energy (spin up / spin down) (eV): -10.20 / -10.20

Structure (ORCA input):
```
! RIJCOSX wB97M-V def2-TZVPD def2/J DEFGRID3
* xyz 0 1
O -1.535 -1.778 -0.136
O -1.639 0.889 0.142
O 2.694 -0.427 0.036
C -0.478 1.446 -0.289
C -0.977 -0.264 0.203
C 1.590 -0.135 -0.003
C 0.344 0.269 0.046
*
```

=====

How far above the most stable structure does each one sit? In kcal/mol: version a 12.0; version b 0.0.